Entry from the OMol25 dataset: a structure of composition C37H56FN3O2Ti (wB97M-V/def2-TZVPD).

* energy above the lowest of the compared OMol25 structures with the same formula, charge and spin: 0.028 eV
* highest occupied orbital energy: -13.9 eV
* E: -73664.6463 eV
* HOMO-LUMO gap: 0.2563 hartree

```
! RIJCOSX wB97M-V def2-TZVPD def2/J DEFGRID3
* xyz 2 1
Ti 0.1372 0.1799 -0.3004
C -0.3880 2.4718 -0.2558
C -0.1682 2.2587 -1.6377
C -1.1803 1.3100 -2.0577
C -1.9633 0.9993 -0.9035
C -1.5110 1.7381 0.2071
C -2.1754 1.9440 1.5545
C -3.5214 1.2202 1.5992
C -2.4284 3.4520 1.7143
C -1.2412 1.4747 2.6761
C -1.7453 0.9238 -3.4366
C -2.5392 -0.3968 -3.4411
C -2.7797 2.0256 -3.7597
C -0.7154 0.8297 -4.5613
C 0.7890 3.2038 -2.4052
C 1.5536 4.1034 -1.4212
C 1.8568 2.5347 -3.2914
C -0.0587 4.1461 -3.2770
H 0.1747 3.1282 0.3854
H -2.7967 0.3162 -0.8728
H -4.2034 1.6437 0.8595
H -3.9760 1.3437 2.5814
H -3.4196 0.1541 1.4066
H -3.0292 3.8403 0.8906
H -1.4972 4.0179 1.7590
H -2.9711 3.6256 2.6438
H -1.0231 0.4070 2.6014
H -1.6981 1.6562 3.6492
H -0.2974 2.0252 2.6458
H -3.2791 -0.4622 -2.6461
H -1.9041 -1.2774 -3.4069
H -3.0942 -0.4425 -4.3781
H -3.6258 1.9666 -3.0734
H -3.1552 1.8747 -4.7720
H -2.3664 3.0275 -3.6961
H 0.0710 0.1078 -4.3225
H -0.2651 1.7889 -4.8017
H -1.2110 0.4795 -5.4667
H 2.1441 3.5356 -0.6977
H 0.8879 4.7759 -0.8804
H 2.2464 4.7220 -1.9912
H 2.7236 2.2351 -2.6991
H 2.2319 3.2624 -4.0112
H 1.4837 1.6935 -3.8721
H -0.8759 4.5814 -2.6997
H -0.4728 3.6512 -4.1509
H 0.5735 4.9608 -3.6312
C 3.5004 2.4782 2.2644
O 3.6953 1.8856 0.9492
C 2.7455 1.2050 0.4037
O 1.6056 1.0262 0.8754
N 3.0723 0.6798 -0.7918
N 2.0475 0.0300 -1.4885
H 3.5078 3.5562 2.1331
H 4.3463 2.1677 2.8688
H 2.5637 2.1400 2.6975
H 3.9776 0.8242 -1.2122
H 2.2764 -0.9587 -1.5921
H 1.9432 0.4375 -2.4147
C 4.0534 -1.0923 2.1409
C 2.9339 -1.9206 1.4991
C 3.4866 -3.3037 1.1288
C 1.7206 -2.0243 2.4032
C 1.9311 -2.3797 3.7290
C 0.8723 -2.6086 4.5883
C -0.4231 -2.5027 4.1166
C -0.6891 -2.1433 2.7999
C -2.1380 -2.1375 2.3293
C -3.0953 -1.5675 3.3830
C -2.6164 -3.5511 1.9641
C 0.3987 -1.8629 1.9534
N 0.1436 -1.5582 0.5525
C 0.0698 -2.7219 -0.2496
C 0.1897 -4.0503 0.1589
C 0.1262 -5.0751 -0.7740
C -0.0494 -4.8197 -2.1298
C -0.1645 -3.5055 -2.5719
C -0.0949 -2.5459 -1.6025
F -0.1963 -1.1768 -1.9381
H 4.7994 -0.7991 1.4000
H 4.5752 -1.6747 2.8997
H 3.6607 -0.2015 2.6327
H 2.6198 -1.4323 0.5753
H 3.7616 -3.8475 2.0334
H 4.3835 -3.2016 0.5152
H 2.7631 -3.9028 0.5795
H 2.9411 -2.5028 4.0975
H 1.0578 -2.8908 5.6156
H -1.2458 -2.7213 4.7821
H -2.1978 -1.5225 1.4269
H -3.2243 -2.2737 4.2028
H -4.0808 -1.4094 2.9464
H -2.7435 -0.6245 3.7995
H -2.4847 -4.2219 2.8148
H -2.0858 -3.9701 1.1123
H -3.6783 -3.5266 1.7164
H 0.3267 -4.2745 1.2088
H 0.2154 -6.0969 -0.4317
H -0.0983 -5.6307 -2.8417
H -0.3020 -3.2568 -3.6150
*
```

Entry from the OMol25 dataset: a structure of composition C37H57BHfN4O8P2S at a distorted geometry (wB97M-V/def2-TZVPD).

* energy above the lowest of the compared OMol25 structures with the same formula, charge and spin: 2.289 eV
* highest occupied orbital energy: -7.7 eV
* E: -93034.9556 eV
* HOMO-LUMO gap: 0.2727 hartree

```
! RIJCOSX wB97M-V def2-TZVPD def2/J DEFGRID3
* xyz 0 1
Hf 0.0753 0.3329 -1.0227
O -0.5388 1.2617 -2.9757
C 0.5137 1.8507 -3.7722
C 1.5208 0.8149 -4.0887
N 2.2560 0.3892 -2.8946
C 3.1517 1.3993 -2.4068
C 2.8620 1.8290 -0.9954
O 3.7215 2.4425 -0.3895
O 1.6081 1.6518 -0.6629
C 2.7694 -1.0018 -2.8948
C 1.9484 -1.9614 -2.0775
O 2.2449 -3.1342 -2.0135
O 0.8592 -1.4316 -1.5648
H -1.1642 0.6775 -3.4357
H 0.8342 2.6191 -3.1218
H 0.1082 2.3746 -4.6129
H 2.2383 1.0705 -4.8931
H 0.9647 -0.0831 -4.3435
H 3.0601 2.2977 -3.1007
H 4.1968 1.0700 -2.4033
H 3.7510 -0.9790 -2.4112
H 2.9725 -1.4480 -3.8853
C 2.7611 -4.1707 1.3107
C 1.7082 -3.1983 1.8701
C 1.4539 -3.6026 3.3848
C 0.3367 -3.3794 1.1597
P 2.3553 -1.4060 1.5459
C 1.6109 -0.4479 2.9007
N 0.2402 -0.1842 2.6581
B -0.4023 0.2998 1.3833
N -1.6801 0.7451 1.8443
C -2.7092 1.4576 1.1135
P -1.9675 2.3038 -0.4059
C -1.0272 3.7979 0.1296
C -1.8526 5.0806 0.4039
C -0.0722 4.2012 -0.9820
C -0.3691 3.4820 1.5109
C -3.5141 2.7007 -1.4434
C -2.9747 3.6006 -2.6476
C -4.5336 3.5376 -0.6355
C -4.2291 1.4554 -1.9511
C -1.7967 0.7322 3.2403
C -2.7475 1.2323 4.0911
C -2.4304 1.1966 5.4761
C -1.3045 0.5572 5.9796
C -0.3158 0.0706 5.1019
C -0.5782 0.1187 3.7460
C 4.1977 -1.2340 2.0465
C 4.5637 0.2360 2.2880
C 5.0672 -1.7044 0.9025
C 4.4949 -1.9804 3.3687
H 2.3220 -5.1833 1.3309
H 3.0479 -4.0399 0.2792
H 3.6370 -4.2658 1.9475
H 1.0955 -4.6282 3.3748
H 2.3991 -3.6138 3.9648
H 0.6908 -2.9497 3.7986
H 0.0043 -4.4413 1.2867
H -0.3854 -2.6890 1.6007
H 0.3011 -3.1930 0.0948
H 1.6182 -1.0387 3.8373
H 2.0828 0.5699 3.0612
H -3.5819 0.8493 0.7869
H -3.0688 2.1683 1.7935
H -2.3124 5.4492 -0.4531
H -2.5744 4.9645 1.2163
H -1.1820 5.8869 0.7672
H 0.7254 3.4965 -1.0018
H -0.6309 4.2970 -1.9789
H 0.3209 5.1707 -0.7963
H -1.0907 3.2343 2.2759
H 0.3370 2.6522 1.4753
H 0.1231 4.3697 1.8136
H -2.7657 4.6754 -2.3483
H -2.0940 3.0744 -3.1243
H -3.7215 3.5702 -3.4244
H -4.1068 4.4578 -0.3702
H -5.4280 3.6028 -1.2753
H -4.8292 2.9984 0.2129
H -3.5512 0.6814 -2.3571
H -4.8104 1.0339 -1.1598
H -4.9358 1.8626 -2.6096
H -3.6788 1.6289 3.7798
H -3.1441 1.5360 6.2503
H -1.2541 0.5673 7.0403
H 0.5075 -0.4861 5.5096
H 4.2451 0.8599 1.4662
H 4.0816 0.5424 3.2029
H 5.6557 0.2808 2.4312
H 5.0190 -0.8262 0.2178
H 6.0341 -2.0211 1.2131
H 4.6979 -2.5484 0.4046
H 3.6912 -1.8236 4.0578
H 4.8289 -2.9793 3.2827
H 5.3678 -1.3443 3.6942
O -3.2218 -2.0303 -5.7069
S -2.0583 -2.1103 -4.7834
O -0.7384 -2.1704 -5.3997
N -2.0076 -0.8507 -3.7141
C -2.0548 -1.3014 -2.4734
O -1.8982 -0.5452 -1.4516
C -2.2420 -2.7566 -2.2758
C -2.4010 -3.5244 -1.1399
C -2.5947 -4.8940 -1.3274
C -2.8516 -5.4105 -2.5993
C -2.6852 -4.6721 -3.7531
C -2.3558 -3.3607 -3.5666
H -2.2355 -3.0821 -0.1673
H -2.5803 -5.5305 -0.4251
H -3.0981 -6.4526 -2.6136
H -2.9030 -5.2580 -4.5963
*
```

Entry from the OMol25 dataset: a structure of composition C37H57FeO3SSeSi at a distorted geometry (wB97M-V/def2-TZVPD).

* energy above the lowest of the compared OMol25 structures with the same formula, charge and spin: 2.487 eV
* highest occupied orbital energy (spin up / spin down): -7.4 / -7.1 eV
* E: -163881.7738 eV
* HOMO-LUMO gap (spin up / spin down): 0.2820 / 0.1677 hartree

```
! RIJCOSX wB97M-V def2-TZVPD def2/J DEFGRID3
* xyz 0 6
Fe 0.9732 1.3506 -2.0804
C 1.7779 -2.8861 4.0926
C 2.7181 -3.3852 2.9854
C 2.2965 -4.7997 2.5760
C 4.1530 -3.4599 3.5328
C 2.6557 -2.4129 1.8097
C 2.0371 -2.7252 0.6106
C 2.0298 -1.7827 -0.3984
Se 1.2905 -2.1316 -2.1328
C -0.5931 -1.9826 -1.8074
C -1.3041 -2.9914 -1.1848
C -2.6738 -2.8551 -1.0435
C -3.2486 -1.6855 -1.5512
C -2.5634 -0.6588 -2.1883
C -1.1564 -0.8002 -2.3238
O -0.3453 0.0690 -2.8540
C -3.3914 0.5236 -2.7175
C -2.5784 1.6845 -3.3032
C -4.2324 1.1086 -1.5719
C -4.3162 -0.0036 -3.8277
C -3.5491 -3.9103 -0.3730
C -2.7788 -5.2058 -0.1043
C -4.0647 -3.3546 0.9628
C -4.7462 -4.2508 -1.2785
C 2.6101 -0.5046 -0.3117
O 2.4885 0.2643 -1.3562
C 3.2431 -0.1742 0.9177
C 3.2285 -1.1408 1.9153
C 3.9374 1.1595 1.2454
C 3.8873 2.2240 0.1423
C 5.4180 0.8773 1.5467
C 3.2652 1.7755 2.4829
H 1.8138 -3.5561 4.9556
H 0.7495 -2.8423 3.7290
H 2.0620 -1.8848 4.4204
H 2.4207 -5.4807 3.4189
H 2.9143 -5.1609 1.7513
H 1.2481 -4.8331 2.2740
H 4.2368 -4.2727 4.2571
H 4.4424 -2.5378 4.0382
H 4.8629 -3.6454 2.7246
H 1.5659 -3.6846 0.4393
H -0.7758 -3.8685 -0.8317
H -4.3199 -1.5704 -1.4397
H -1.9109 2.1134 -2.5552
H -3.2747 2.4617 -3.6325
H -1.9855 1.3667 -4.1579
H -3.5748 1.4859 -0.7859
H -4.9072 0.3719 -1.1345
H -4.8404 1.9361 -1.9449
H -3.7235 -0.4165 -4.6465
H -4.9341 0.8062 -4.2236
H -4.9787 -0.7897 -3.4616
H -1.9546 -5.0473 0.5936
H -2.3825 -5.6188 -1.0344
H -3.4508 -5.9435 0.3363
H -3.2313 -3.1446 1.6351
H -4.7287 -4.0761 1.4460
H -4.6153 -2.4250 0.8101
H -4.4109 -4.4492 -2.2981
H -5.4744 -3.4395 -1.3095
H -5.2580 -5.1405 -0.9059
H 3.6992 -0.8839 2.8569
H 4.3402 1.8671 -0.7800
H 4.4401 3.1042 0.4844
H 2.8587 2.5199 -0.0635
H 5.9187 0.4889 0.6575
H 5.5374 0.1497 2.3509
H 5.9206 1.7990 1.8501
H 2.2045 1.9367 2.2826
H 3.7264 2.7398 2.7101
H 3.3631 1.1397 3.3647
C -2.7903 0.0337 2.0370
Si -1.2993 1.1571 2.3626
C -1.8886 2.7474 3.1997
C -0.0978 0.2651 3.5203
C -0.4769 1.5548 0.7755
C 0.0109 1.8034 -0.3196
H -3.6752 0.3759 2.5783
H -2.5828 -0.9910 2.3526
H -3.0314 0.0056 0.9724
H -2.4996 2.5258 4.0784
H -2.4894 3.3525 2.5178
H -1.0434 3.3565 3.5273
H -0.6226 -0.4219 4.1884
H 0.4528 0.9772 4.1389
H 0.6280 -0.3140 2.9442
O 1.3641 3.3170 -2.9591
S 1.0474 4.7282 -2.5628
C 0.3478 5.5423 -4.0359
C 0.8239 6.9770 -3.8987
C 2.3370 6.9040 -3.6421
C 2.6158 5.6598 -2.7863
H -0.7343 5.4280 -4.0427
H 0.7796 5.0292 -4.8967
H 0.3223 7.4456 -3.0483
H 0.5949 7.5654 -4.7861
H 2.6890 7.8075 -3.1472
H 2.8663 6.8220 -4.5912
H 3.0121 5.8932 -1.8003
H 3.2784 4.9428 -3.2693
*
```

Entry from the OMol25 dataset: a cluster of 10 separate species, C37H58F3N7O9 in total at a distorted geometry (wB97M-V/def2-TZVPD).

* SMILES string: O=C1OC[C@@H](F)O1.O=C1OC[C@@H](F)O1.O=C1OC[C@@H](F)O1.CCCC#N.CCCC#N.CCCC#N.CCCC#N.CCCC#N.CCCC#N.CCCC#N
* highest occupied orbital energy: -10.9 eV
* E: -76319.6218 eV
* HOMO-LUMO gap: 0.4056 hartree

```
! RIJCOSX wB97M-V def2-TZVPD def2/J DEFGRID3
* xyz 0 1
O 3.6728 6.7077 -1.6270
C 3.1212 5.8215 -1.0925
O 2.3655 5.9486 0.0323
C 1.9740 4.6343 0.4423
C 2.2133 3.7507 -0.7647
F 1.0447 3.5637 -1.5172
O 3.1058 4.5284 -1.5401
H 2.5269 4.2931 1.3175
H 0.9156 4.6762 0.6963
H 2.6252 2.8038 -0.4190
O 7.3762 0.6694 -5.2710
C 6.4145 1.1907 -4.9300
O 6.3106 2.0422 -3.8866
C 4.9261 2.1478 -3.5252
C 4.2225 1.8041 -4.8508
F 3.8870 2.9431 -5.6140
O 5.1922 1.0257 -5.5205
H 4.7056 1.3973 -2.7637
H 4.6400 3.1277 -3.1524
H 3.2953 1.2340 -4.7143
O 0.5992 -3.6839 -1.3732
C -0.1022 -4.5306 -0.9241
O 0.3735 -5.6636 -0.3339
C -0.7130 -6.4880 0.0637
C -1.9576 -5.7374 -0.4817
F -2.9077 -5.5348 0.4995
O -1.4644 -4.5055 -0.8728
H -0.5664 -7.4378 -0.4488
H -0.8173 -6.6504 1.1350
H -2.4975 -6.3323 -1.2207
C -2.1002 0.2627 0.0668
C -0.6901 0.7253 -0.3000
C -0.0971 -0.1162 -1.4533
C 1.2900 0.3139 -1.6125
N 2.3546 0.6612 -1.6906
H -2.8659 0.5921 -0.6394
H -2.3427 0.7239 1.0283
H -2.1863 -0.8154 0.2086
H -0.0879 0.6429 0.6079
H -0.6936 1.7825 -0.5703
H -0.6219 -0.0187 -2.3948
H -0.0888 -1.1533 -1.1136
C -0.0320 -3.7286 5.1256
C -0.6442 -4.1455 3.7808
C -1.5295 -3.0718 3.1378
C -0.7915 -1.8028 3.1169
N -0.1695 -0.8440 3.1404
H -0.8254 -3.3325 5.7627
H 0.7208 -2.9565 4.9613
H 0.4622 -4.5598 5.6224
H -1.1922 -5.0773 3.9442
H 0.1517 -4.3825 3.0648
H -2.4597 -2.9070 3.6753
H -1.7332 -3.3099 2.0933
C 2.4080 -2.0412 0.5527
C 3.6081 -1.6851 1.3931
C 4.0918 -0.2350 1.2108
C 3.1067 0.7632 1.6340
N 2.3190 1.5570 1.9044
H 1.4942 -1.4951 0.8019
H 2.1669 -3.0984 0.6648
H 2.5892 -1.8269 -0.5015
H 4.4866 -2.3092 1.2121
H 3.3746 -1.8697 2.4471
H 4.3524 -0.0490 0.1674
H 4.9936 -0.0803 1.8061
C -5.7318 1.3818 5.5966
C -6.2123 -0.0465 5.6002
C -5.9849 -0.8140 4.3047
C -4.6799 -0.6434 3.6799
N -3.6895 -0.4642 3.1579
H -4.6539 1.4919 5.4425
H -5.9213 1.9333 6.5258
H -6.2294 2.0390 4.8706
H -7.2747 -0.0554 5.8366
H -5.6814 -0.5666 6.3985
H -6.7426 -0.6183 3.5390
H -6.1338 -1.8757 4.5318
C -0.9425 3.0456 -3.5765
C -2.2357 3.0191 -4.3486
C -2.4025 1.7692 -5.2324
C -2.4329 0.5204 -4.4719
N -2.4786 -0.4706 -3.9081
H -0.8470 3.8765 -2.8833
H -0.0695 3.0012 -4.2288
H -0.8881 2.1444 -2.9560
H -2.3020 3.8763 -5.0193
H -3.1082 3.0236 -3.6945
H -1.6287 1.6714 -5.9980
H -3.3501 1.8813 -5.7630
C -2.6282 4.6474 4.6480
C -3.6757 4.0974 3.6922
C -3.2224 2.8386 2.9871
C -1.8015 2.8433 2.6055
N -0.7022 2.8598 2.3186
H -2.3845 3.8670 5.3815
H -3.0890 5.4412 5.2376
H -1.7036 4.9652 4.1828
H -3.9484 4.8978 2.9975
H -4.6145 3.8254 4.1758
H -3.8302 2.4450 2.1772
H -3.1817 2.0214 3.7251
C 2.5435 -3.8598 -4.7201
C 2.5881 -2.3509 -4.5991
C 3.6736 -1.8672 -3.6329
C 4.9980 -2.3909 -3.9950
N 6.0324 -2.8061 -4.2968
H 3.4334 -4.1964 -5.2536
H 1.6901 -4.1892 -5.3150
H 2.4856 -4.3442 -3.7450
H 1.6580 -1.8723 -4.2791
H 2.7786 -1.9002 -5.5796
H 3.4031 -2.1630 -2.6214
H 3.8185 -0.7881 -3.6930
*
```

Q: What is the E in the third record?
A: -163881.7738 eV